C26H34BBr55NO7 as an isolated structure in a non-equilibrium geometry, computed with ωB97M-V/def2-TZVPD.

- E_HOMO: -0.172 Eh
- Electronic energy: -143188.00259 a.u.
- Maximum force: 0.1050 hartree/bohr
- Total charge: -1

Atoms and positions in Å:
1 Br 5.4566 -5.1193 -5.2092
2 Br -2.5471 -6.3011 -8.8895
3 Br 2.6274 4.0278 -8.8246
4 Br -4.5477 9.0406 1.9012
5 Br -6.5413 10.8983 5.3149
6 Br -8.1037 12.6919 2.2516
7 Br 1.3176 -5.1975 -0.3964
8 Br -3.8161 11.8534 3.9528
9 Br -5.0962 1.6701 10.5146
10 Br 4.0634 -3.2602 -12.1482
11 Br -2.7907 0.2963 8.7698
12 Br 0.1103 -3.1370 -2.5333
13 Br -4.6627 13.0242 6.8108
14 Br 3.1688 -6.1067 -10.9902
15 Br 3.1474 -1.1785 5.9196
16 Br -6.7079 -8.3153 0.1511
17 Br 1.3210 -4.5951 -13.1261
18 Br -3.2174 3.4645 8.6391
19 Br -9.9578 10.5517 0.7527
20 Br 1.6278 -5.7922 -3.5339
21 Br -7.2078 11.5035 -0.5850
22 Br 7.8932 -7.9077 8.6867
23 Br -4.0014 -2.9702 4.3776
24 Br -3.7340 7.8602 -0.9647
25 Br -2.3806 -5.5433 -0.1597
26 Br -4.0273 -3.6442 -7.8849
27 Br 0.9877 -3.2667 9.7874
28 Br 5.2889 -0.4120 -10.0554
29 Br 7.7448 -6.0707 6.0668
30 Br 1.9531 -2.3688 -8.5461
31 Br 0.2373 4.8916 -6.8755
32 Br -1.8025 -7.1922 2.5205
33 Br 0.8917 -5.3808 -8.2975
34 Br -6.0313 -5.9009 2.1448
35 Br 6.3689 -1.0038 -7.0950
36 Br 3.7351 -4.6935 8.9722
37 Br 2.3836 -0.7076 -4.4962
38 Br -7.0519 -5.2837 -0.8262
39 Br -3.1478 0.1175 4.4952
40 Br 0.0029 -1.7608 6.1397
41 Br 3.9760 1.6786 -3.0659
42 Br -5.4071 -1.0054 6.4695
43 Br 3.1081 -7.1284 -6.0432
44 Br 3.7583 -2.2218 11.0097
45 Br 5.6272 -3.4262 -9.0289
46 Br -6.4706 6.9388 0.4335
47 Br 1.0347 1.1457 5.2892
48 Br -1.1594 -4.0599 2.4407
49 Br 3.2749 5.3999 -6.0002
50 Br -2.1674 2.3456 -1.3574
51 Br 5.6343 -6.7317 -7.9761
52 Br 8.2947 -4.7399 8.9262
53 Br 3.7496 1.5917 -6.2578
54 Br -0.1252 -3.1468 -6.2396
55 Br -2.8361 -5.7175 -5.7524
56 O -2.1351 2.9956 2.8823
57 O -2.6565 -0.2334 -0.1372
58 O -2.0728 -0.0727 1.9501
59 O 0.8149 -0.0555 2.2922
60 O 1.6394 4.4010 3.5018
61 O -3.2753 3.8688 0.9411
62 O 0.4240 2.7410 1.5513
63 N -0.1078 2.0294 0.5002
64 C 1.3356 -3.7548 -7.3451
65 C 2.3590 3.9413 2.3316
66 C -2.2936 -5.4740 1.7757
67 C -4.6437 7.5187 0.7094
68 C -3.7811 -1.4041 5.4918
69 C -1.5323 1.8904 0.5090
70 C 2.8835 -3.0354 9.4885
71 C 0.6834 0.9453 -0.0357
72 C 1.4036 -0.4374 6.3268
73 C 1.3492 3.7500 1.1413
74 C 5.0019 -6.7484 -6.1456
75 C 1.0960 -0.2396 0.9186
76 C 7.4202 -6.1743 7.9700
77 C 2.6212 -0.6415 0.6312
78 C 3.8458 0.5509 -4.6315
79 C 3.1216 2.5900 2.6727
80 C -3.6305 -5.4973 -7.5021
81 C 3.1273 -4.9114 -12.5106
82 C 6.2947 -1.6193 -8.9237
83 C -4.7315 11.5020 5.6188
84 C 2.0315 5.2843 -7.4769
85 C -4.0650 1.7434 8.8787
86 C -2.1233 0.4532 0.8307
87 C -6.0612 -6.4977 0.3044
88 C 0.5302 -4.9830 -2.1516
89 C -8.1492 11.1611 1.0681
90 B -2.3187 2.9425 1.4900
91 H 2.2096 5.0306 3.9614
92 H 2.9932 -2.3499 8.6543
93 H -4.2061 10.6907 6.1094
94 H -4.0442 3.3066 0.7445
95 H -3.0191 -1.6356 6.2283
96 H 7.3121 -1.6297 -9.2971
97 H 3.0320 -1.1177 1.5620
98 H -0.4091 -5.5237 -2.1430
99 H 4.7601 -0.0300 -4.6800
100 H 3.6557 -5.4057 -13.3173
101 H 0.1433 0.5141 -0.9174
102 H -4.1203 6.7001 1.1947
103 H 6.3535 -6.0497 8.1176
104 H -5.0353 -6.4943 -0.0472
105 H -3.2967 -5.2514 2.1220
106 H 2.7960 2.1977 3.6645
107 H 3.1136 4.7438 2.0908
108 H 1.9386 3.4631 0.2372
109 H 0.5092 -1.1474 0.5887
110 H 5.5162 -7.5589 -5.6423
111 H 3.2562 0.2341 0.3558
112 H 0.9004 -0.8789 2.7845
113 H 2.6236 -1.3750 -0.2194
114 H -7.6247 10.3546 1.5707
115 H 1.4217 -0.1399 7.3694
116 H -2.8341 2.5072 3.3401
117 H 0.7775 4.7036 0.9650
118 H 2.9409 1.8515 1.8550
119 H 1.6381 1.3778 -0.4595
120 H 2.1613 -3.9911 -6.6802
121 H -4.5747 -6.0287 -7.4895
122 H 4.2173 2.8238 2.7696
123 H -4.7617 1.6139 8.0569
124 H 2.0040 6.2612 -7.9450